1.
Here is C41H59CeN9O4PS as an isolated structure from OMol25. Energies are from ωB97M-V/def2-TZVPD.

Properties
spin multiplicity: 2
orbital gap (alpha / beta): 6.7 / 6.7 eV
net charge: +2
calculated total energy: -3605.9195 Eh

CARTESIAN COORDINATES (ANGSTROEM)
C 3.212 0.324 -0.404
C -2.376 -1.134 -4.052
H 2.593 2.323 -3.252
H 3.968 3.303 -2.753
C 1.718 -2.035 -3.761
H 1.996 3.997 1.310
H -1.464 1.586 -0.836
H 3.562 3.269 1.705
C 2.514 3.351 2.019
H -5.613 0.725 0.320
H 5.081 -0.338 -1.231
C 0.851 0.480 -4.362
C -0.686 2.398 -0.979
C -1.339 3.704 -1.451
H 3.821 0.390 -3.175
H -2.483 0.455 -7.036
H 1.003 -2.212 -4.556
N -5.162 0.755 1.218
C -2.970 -3.569 -1.803
H 3.548 -2.866 0.829
H -2.973 -0.264 -2.162
C -2.832 -0.108 -3.234
H -2.937 2.934 0.573
C 4.083 -2.303 2.816
H -4.042 -3.018 -4.468
S 1.373 -0.458 -2.877
H -4.477 -5.664 -1.011
C -3.177 -4.061 -0.446
C -3.052 1.318 -5.159
N -2.476 -3.421 0.503
H 2.720 -1.997 -4.174
H 2.783 -0.633 -0.731
N -2.114 -2.653 -2.088
H 0.237 -3.741 4.956
H 1.995 3.365 -1.152
C 3.180 -2.587 1.805
H -1.070 -2.686 5.538
O -3.628 -4.146 -2.802
N -0.990 -2.225 2.478
C 3.389 2.411 -2.512
H -1.865 -1.717 -6.048
H -0.271 -0.985 4.016
C -3.167 1.115 -3.795
P 1.100 1.360 0.700
C -1.672 -3.282 2.727
C -3.287 -5.048 2.086
C -3.925 0.252 1.343
C -0.122 -2.000 3.629
H 1.726 0.688 -4.968
H 0.118 -0.083 -4.928
H 1.898 -1.629 5.294
C 3.211 1.577 3.981
C 3.622 -1.975 4.080
H 3.420 0.224 0.672
H -3.265 -5.406 3.103
C -2.229 -0.916 -5.419
H 1.465 4.030 3.770
H -1.216 1.849 1.769
H -3.348 2.260 -5.591
C -0.916 2.841 1.358
H -2.399 -0.043 2.641
Ce -1.112 -1.124 -0.144
H 0.413 1.417 -4.030
C -3.952 -5.193 -0.197
H 4.363 3.360 4.335
H 3.570 2.976 -0.454
H -4.595 -6.570 1.323
C -1.766 4.546 -0.244
H 5.248 1.398 -3.000
H -2.596 5.202 -0.507
C 4.521 0.595 -1.153
H 1.057 1.646 3.927
H -3.785 0.741 3.345
H -5.678 1.146 1.987
H 5.143 -2.334 2.623
C -2.092 -2.524 -3.539
C 1.885 1.328 3.274
O -3.307 -0.223 0.368
C 2.496 3.946 3.422
N 2.203 1.370 -0.626
H 3.294 0.941 4.862
H -0.390 3.387 2.144
H 5.139 1.293 -0.587
H 2.923 4.949 3.398
H 0.037 2.033 -1.716
H -2.201 3.479 -2.078
H -0.627 4.270 -2.051
H -2.549 4.202 1.737
N 0.017 2.645 0.253
H 1.655 -2.833 -3.027
C 4.282 1.159 -2.554
H -0.938 5.176 0.080
H 1.119 -2.758 1.231
N 0.442 0.006 1.040
C -3.189 -3.525 -4.007
H 4.016 1.301 3.295
C -2.539 -3.926 1.744
H -1.098 -2.841 -3.884
C 1.350 -2.152 3.295
C -2.153 3.622 0.905
C 2.263 -1.900 4.315
C 3.317 3.061 4.370
N -3.362 0.266 2.566
H 1.739 0.275 3.030
H -2.818 -4.297 -4.684
H 4.323 -1.775 4.876
H 2.973 3.204 5.395
O -1.535 -3.857 3.917
O 0.094 -0.761 -2.139
H -3.549 1.904 -3.167
N 1.872 2.047 2.016
C 2.784 2.613 -1.121
C -0.581 -3.086 4.647
C 1.816 -2.523 2.041
C -2.574 0.303 -5.972
C -4.014 -5.691 1.095

Cartesian forces, eV/Å:
C 0.202 -0.326 0.089
C 0.155 -0.082 0.082
H -0.086 0.117 -0.058
H -0.054 0.006 -0.091
C -0.091 0.531 0.312
H 0.053 0.089 -0.037
H 0.272 0.450 -0.192
H 0.003 0.050 -0.080
C 0.053 0.346 -0.072
H 0.077 -0.016 -0.028
H 0.032 0.034 0.133
C 0.082 -0.156 0.618
C -0.216 -0.188 -0.380
C -0.043 -0.083 0.153
H 0.137 -0.030 -0.070
H 0.015 0.043 -0.133
H -0.167 0.107 -0.062
N -0.039 -0.037 -0.176
C 0.586 0.648 -0.775
H 0.008 -0.025 -0.106
H -0.080 0.027 -0.306
C -0.014 -0.189 0.049
H -0.082 0.018 -0.005
C 0.030 0.062 -0.003
H 0.134 -0.097 0.106
S 0.343 -0.386 -1.784
H -0.056 -0.062 -0.091
C -0.098 -0.463 0.849
C 0.016 0.072 -0.023
N -0.309 -0.553 0.084
H 0.200 0.072 -0.028
H 0.162 0.035 0.158
N -0.508 -0.407 0.360
H -0.157 0.072 -0.098
H 0.094 0.090 0.021
C 0.008 -0.089 -0.056
H -0.010 -0.018 -0.146
O -0.236 -0.444 0.836
N -0.627 -0.447 -0.551
C -0.025 -0.032 0.310
H 0.031 -0.068 -0.116
H -0.034 -0.120 -0.058
C -0.065 0.030 0.099
P 0.556 1.797 -0.157
C 0.764 0.928 0.295
C 0.018 0.064 -0.198
C -0.205 0.328 0.659
C 0.451 -0.054 0.281
H 0.233 -0.028 -0.018
H -0.065 -0.133 0.052
H -0.027 0.094 0.204
C -0.251 0.048 0.040
C 0.010 -0.012 0.030
H 0.053 -0.100 -0.093
H -0.021 -0.026 0.060
C -0.144 -0.016 0.231
H -0.035 0.050 -0.012
H 0.043 0.470 -0.025
H -0.007 0.143 -0.048
C -0.383 0.013 0.506
H -0.192 0.106 0.077
Ce 0.893 0.311 1.206
H 0.002 0.059 0.125
C 0.085 0.290 0.010
H 0.056 0.086 0.083
H -0.074 0.087 0.029
H -0.072 -0.090 0.009
C -0.173 -0.095 -0.001
H -0.047 -0.068 -0.110
H 0.041 0.046 -0.020
C -0.172 -0.021 -0.119
H -0.022 -0.028 0.008
H 0.051 -0.028 -0.009
H 0.087 -0.052 0.012
H 0.134 -0.069 -0.039
C -0.030 -0.024 -0.444
C 0.170 -0.466 0.213
O 0.197 -0.182 -0.439
C 0.166 -0.105 -0.024
N -0.653 -0.408 0.756
H 0.044 -0.018 -0.033
H -0.087 -0.057 0.019
H 0.013 -0.026 0.033
H -0.123 0.037 -0.037
H -0.234 -0.022 0.015
H -0.052 -0.008 -0.123
H 0.016 -0.041 -0.111
H -0.072 -0.084 0.078
N 0.975 -1.079 0.242
H 0.076 0.002 0.161
C 0.171 0.071 0.124
H 0.009 0.072 0.007
H 0.234 0.069 0.327
N -0.779 -0.408 -1.131
C 0.253 0.356 -0.738
H 0.022 -0.060 0.041
C -0.357 -0.361 -0.469
H -0.227 0.057 0.024
C -0.075 -0.024 -0.073
C 0.176 0.163 -0.079
C -0.069 -0.112 -0.195
C 0.031 -0.077 -0.001
N 0.151 -0.080 -0.010
H 0.046 0.162 0.242
H -0.063 0.059 0.127
H 0.054 0.035 0.081
H 0.035 0.031 0.021
O -0.613 -0.598 -0.463
O -0.586 -0.187 0.344
H -0.030 0.108 0.082
N -0.487 -0.576 -0.520
C -0.057 0.340 -0.225
C 0.474 0.558 0.500
C -0.190 -0.079 -0.066
C 0.019 -0.011 -0.062
C 0.168 0.294 0.005

Mulliken atomic charge list, values in e, 99 entries: C 0.28; C 0.04; H 0.19; H 0.52; C -1.25; H 0.48; H -0.61; H 0.25; C -0.75; H 0.25; H 0.50; C -1.16; C 0.94; C -0.47; H -0.09; H 0.46; H 0.31; N -0.38; C 0.37; H 0.41; H 0.44; C 0.25; H 0.08; C -0.50; H 0.35; S 1.13; H 0.61; C 0.25; C -0.75; N -0.05; H 0.41; H 0.08; N 0.27; H 0.41; H 0.56; C -1.04; H 0.30; O -0.47; N 0.65; C -0.95; H 0.48; H 0.25; C -0.58; P -1.18; C 0.02; C -0.82; C 0.48; C -0.14; H 0.52; H 0.28; H 0.47; C -0.84; C -0.84; H -0.22; H 0.62; C -0.64; H 0.29; H -0.36; H 0.48; C 0.11; H -0.26; Ce 0.32; H 0.26; C -0.85; H 0.34; H 0.19; H 0.49; C -0.99; H 0.53; H 0.53; C -1.43; H 0.15; H 0.24; H 0.18; H 0.45; C -0.23; C 0.20; O -0.12; C -1.03; N 1.29; H 0.40; H 0.27; H 0.42; H 0.45; H -0.92; H 0.27; H 0.33; H 0.55; N 0.57; H 0.42; C -0.29; H 0.34; H 0.13; N 0.55; C -0.52; H 0.21; C 0.26; H 0.19; C -0.60


2.
Here is C41H60GaN7O6P2 as an isolated structure from OMol25. Energies are from ωB97M-V/def2-TZVPD.

Properties
orbital gap: 7.2 eV
calculated total energy: -5040.8455 Eh

CARTESIAN COORDINATES (ANGSTROEM)
O 0.985 5.078 -0.453
N -3.391 2.940 -0.140
C 0.262 5.621 0.642
H -3.096 -4.264 2.080
C 4.449 3.388 1.038
H -2.451 0.455 2.716
O -3.236 0.681 -1.204
H -1.179 -1.257 1.234
C 3.009 -1.203 -3.327
C 3.244 0.290 -3.557
C -3.015 3.903 0.895
C -2.520 -3.348 2.210
H 4.144 -2.917 -2.652
H -3.800 4.654 1.002
C 0.856 -2.982 6.048
C -3.843 0.532 -4.499
C -3.464 -2.097 -1.293
C 0.488 -4.575 0.277
H 2.221 -2.218 4.563
H 2.016 -3.448 -0.621
H 4.048 0.436 -4.286
P -2.869 1.404 0.177
Ga 0.518 0.717 0.938
H -4.472 1.425 -4.576
H 2.195 -5.863 -0.004
C 0.568 -2.122 0.315
H 3.746 2.013 -2.350
C 4.298 -1.843 -2.798
H -1.409 1.491 -5.325
H -4.403 -0.257 -4.004
H -2.282 -1.818 6.556
H 0.949 -6.033 -1.238
H -1.101 -2.690 -2.484
C 3.237 2.713 1.228
H -5.769 1.673 1.614
H 5.731 0.483 -2.404
H -2.751 -2.274 -0.486
H 5.343 2.976 1.492
C 3.582 -1.385 -0.436
O -0.825 0.292 -1.996
H 1.663 -2.473 -2.237
N -2.847 -1.463 -2.462
H -0.090 4.829 1.307
C 2.042 3.191 0.625
H 5.466 5.034 0.118
H -0.581 6.172 0.227
C 1.243 -2.141 5.018
H 5.615 -1.640 -1.102
C 2.248 -0.797 -0.949
H 3.836 -0.871 0.497
H -5.853 -0.064 1.252
H -3.920 1.294 3.284
C 3.616 0.934 -2.223
H -5.525 1.098 -0.043
C -3.391 3.511 -1.483
H -2.079 4.397 0.640
H -1.600 -0.336 4.692
N -2.630 0.812 -3.751
H 1.542 -3.735 6.416
C 4.914 0.316 -1.695
H -3.596 0.199 -5.511
C -1.905 -2.362 -3.149
H 2.727 -1.680 -4.272
H 0.963 -0.926 -2.666
N 1.185 -0.906 0.072
C -1.265 -3.368 1.379
C 2.500 0.690 -1.208
H 0.890 6.313 1.211
C -0.914 -1.076 5.082
C -0.410 -2.864 6.608
C -1.293 -1.910 6.124
H -2.263 -3.262 3.269
O -1.484 1.257 0.679
C 1.117 -5.869 -0.171
C -0.667 -2.179 0.999
C 1.876 -1.408 -2.317
H 4.011 1.488 2.880
C 0.770 -0.269 3.440
H 2.343 0.760 -3.962
H -0.874 1.940 -3.696
C 2.131 4.449 -0.017
H 3.485 -2.443 -0.199
C -5.342 0.869 1.005
O 0.876 2.572 0.649
H -2.881 3.397 1.852
H 5.104 -1.717 -3.528
H -3.953 -0.450 2.979
H 2.799 1.148 -0.270
N -3.914 0.721 1.244
H -4.284 -1.486 -0.923
C -1.744 1.810 -4.334
C 3.198 1.604 2.162
H -1.147 -5.518 1.304
C 1.096 -3.373 -0.063
H -2.432 3.982 -1.724
P -2.231 0.071 -2.342
O -0.170 0.281 2.721
H -3.870 -3.058 -1.611
C 3.338 5.082 -0.214
H -1.463 -1.846 -4.002
H 0.693 -6.716 0.368
C -3.535 0.498 2.635
H -2.453 -3.231 -3.514
H -0.711 -3.520 7.414
H 5.192 0.795 -0.751
N 2.042 -0.030 3.286
H 1.567 1.152 -1.551
H -2.255 2.772 -4.434
H -4.176 4.268 -1.539
C 0.360 -1.179 4.534
C 4.520 4.536 0.284
H -3.603 2.741 -2.220
H -3.151 -2.495 1.954
N 2.177 0.849 2.236
C -0.684 -4.579 1.018
H 3.338 6.020 -0.755
C 4.692 -1.183 -1.472

Cartesian forces, eV/Å:
O -0.017 -0.113 -0.063
N 0.390 -0.152 -0.060
C 0.010 0.089 -0.020
H -0.019 0.019 -0.009
C 0.018 -0.097 0.007
H -0.007 -0.022 0.048
O 0.302 0.049 0.196
H -0.023 0.105 0.137
C 0.030 -0.029 -0.039
C 0.001 -0.010 0.018
C -0.242 -0.006 0.039
C 0.038 0.012 -0.024
H 0.035 -0.008 -0.004
H -0.001 -0.003 0.013
C -0.002 -0.020 0.005
C 0.007 0.032 0.063
C -0.138 -0.007 -0.025
C 0.016 0.034 -0.009
H 0.021 -0.006 0.043
H -0.058 0.038 0.087
H 0.000 0.022 -0.002
P -0.542 -0.179 -0.088
Ga 0.324 0.163 0.492
H 0.005 0.008 0.005
H 0.003 -0.004 -0.006
C -0.099 -0.139 -0.048
H -0.002 0.002 0.021
C -0.086 0.056 0.036
H -0.026 -0.004 -0.007
H -0.036 0.010 -0.033
H 0.002 0.001 -0.002
H 0.011 -0.014 0.001
H 0.023 -0.017 0.047
C -0.077 0.194 -0.029
H 0.016 0.015 -0.006
H -0.001 -0.004 -0.007
H 0.048 -0.027 -0.010
H -0.010 0.015 0.028
C -0.004 0.074 -0.072
O 0.090 0.103 0.084
H 0.002 0.010 -0.051
N 0.373 0.124 0.219
H 0.003 -0.010 0.014
C 0.045 -0.060 0.018
H 0.002 -0.005 0.007
H -0.028 -0.035 0.000
C -0.012 0.043 -0.038
H -0.002 0.016 0.017
C 0.112 -0.068 -0.022
H 0.009 -0.033 0.018
H -0.009 0.005 0.001
H 0.000 0.019 -0.025
C 0.060 0.046 -0.012
H -0.047 -0.022 -0.003
C 0.011 0.034 0.033
H 0.057 -0.013 0.009
H 0.024 0.017 0.003
N 0.110 -0.164 0.001
H 0.003 0.001 -0.005
C -0.079 -0.026 0.023
H -0.006 0.010 -0.004
C -0.119 0.037 -0.100
H 0.008 0.000 0.002
H -0.025 0.046 0.009
N -0.737 0.496 -0.120
C 0.018 -0.078 0.031
C -0.104 -0.095 -0.069
H 0.003 0.005 -0.009
C -0.009 -0.026 -0.008
C -0.012 -0.001 -0.014
C -0.024 -0.018 -0.006
H -0.026 0.024 0.035
O 0.364 -0.189 -0.330
C -0.035 0.026 0.006
C 0.113 0.136 -0.129
C -0.053 -0.065 0.029
H -0.020 -0.030 0.009
C -0.044 0.099 0.063
H -0.016 -0.027 0.011
H 0.016 -0.001 -0.021
C -0.012 0.025 -0.019
H 0.072 0.067 0.036
C 0.049 -0.088 0.023
O -0.109 -0.050 -0.060
H -0.027 0.040 0.021
H 0.005 -0.048 -0.007
H -0.004 -0.022 0.007
H 0.001 -0.029 -0.076
N 0.101 0.276 0.026
H 0.007 -0.010 0.003
C 0.012 0.036 0.037
C 0.024 0.035 0.175
H -0.008 0.009 0.016
C 0.058 -0.127 0.075
H 0.013 -0.018 0.013
P -0.394 -0.058 -0.247
O 0.110 -0.249 -0.172
H -0.001 0.002 -0.008
C 0.035 -0.070 0.041
H 0.016 -0.034 -0.015
H 0.009 -0.014 -0.010
C 0.048 -0.076 -0.035
H 0.012 -0.001 -0.012
H 0.012 -0.001 0.004
H 0.026 0.008 -0.014
N 0.178 -0.166 0.078
H 0.001 0.012 -0.010
H -0.025 -0.013 -0.016
H 0.024 0.026 0.000
C -0.023 -0.030 0.007
C 0.020 0.072 -0.012
H -0.033 0.030 -0.012
H -0.038 0.025 -0.006
N -0.152 0.021 -0.218
C -0.023 0.013 -0.018
H -0.018 0.005 0.001
C 0.104 -0.007 0.006

Mulliken atomic charge list, values in e, 99 entries: O -0.49; N 0.36; C -0.76; H 0.48; C -0.58; H -0.25; O -0.70; H 0.00; C 0.17; C -1.43; C -0.67; C -1.60; H 0.54; H 0.41; C -0.76; C -1.11; C -1.15; C -0.16; H 0.44; H 0.41; H 0.58; P -0.81; Ga -1.58; H 0.34; H 0.35; C 2.14; H 0.54; C -1.30; H 0.31; H 0.31; H 0.40; H 0.29; H 0.12; C 0.57; H 0.30; H 0.58; H 0.56; H 0.45; C -1.10; O -0.06; H 0.88; N 0.16; H 0.14; C 0.29; H 0.40; H 0.29; C -0.56; H 0.33; C 0.80; H 0.23; H 0.37; H 0.42; C 0.33; H 0.30; C -0.71; H -0.04; H 0.33; N 0.71; H 0.40; C -1.41; H 0.32; C -0.92; H 0.31; H -0.74; N 0.88; C 0.88; C -0.94; H 0.36; C 0.07; C -0.36; C -0.83; H 0.27; O 1.21; C -1.79; C 0.02; C -0.30; H 0.50; C 0.57; H 0.36; H 0.05; C 0.42; H 0.68; C -1.27; O -0.23; H 0.29; H 0.59; H 0.36; H -0.94; N 1.11; H 0.13; C -0.81; C -0.71; H 0.38; C -0.50; H 0.22; P -0.49; O -0.81; H 0.46; C -0.32